# 1
26
Properties=species:S:1:pos:R:3:lowdin_spin:R:1 method="wB97M-V/def2-TZVPD" s_squared=2.01 orbital_gap_ha="0.161 / 0.224" max_force_ev_per_a=6.11 charge=+1 homo_ev="-7.7729 / -12.0059" energy_ha=-774.3050 multiplicity=3
C 3.026 -2.128 1.657 0.027
C -0.623 -2.239 -0.984 0.007
C -1.184 2.000 0.682 0.002
C 0.203 1.996 0.089 0.004
C 2.212 -1.258 -0.332 0.462
C 0.814 -0.320 -0.447 0.044
N 2.148 -2.036 0.766 0.096
N -2.048 1.313 -0.302 0.001
N 0.923 0.798 0.383 0.086
O -0.338 -1.048 -0.294 0.022
I 3.846 0.294 -0.358 1.217
H 2.662 -2.753 2.401 0.003
H 3.762 -1.391 1.705 0.007
H -0.004 -2.923 -0.541 0.002
H -0.656 -2.283 -2.123 0.001
H -1.754 -2.549 -0.672 0.000
H -1.219 1.591 1.693 0.000
H -1.508 3.002 0.577 0.000
H 0.787 2.676 0.754 0.001
H 0.183 2.345 -0.977 0.000
H 2.269 -1.864 -1.270 0.010
H 0.897 -0.170 -1.570 0.001
H -1.517 0.448 -0.504 0.001
H -2.254 1.998 -1.137 0.000
H 1.484 0.692 1.225 0.006
H -2.885 0.918 0.008 0.000

# 2
22
Properties=species:S:1:pos:R:3:lowdin_spin:R:1 method="wB97M-V/def2-TZVPD" s_squared=0.75 orbital_gap_ha="0.095 / 0.343" max_force_ev_per_a=1.59 charge=-1 homo_ev="1.4573 / -5.1846" relative_energy_kj_mol=26.0 energy_ha=-292.2885 multiplicity=2
C -1.048 -2.270 1.205 0.106
N -0.020 -1.494 0.524 0.011
C -0.461 -0.271 -0.128 0.024
C 0.687 0.264 -0.992 0.016
C 0.253 1.464 -1.820 0.076
C 1.883 0.620 -0.057 0.146
C -1.069 0.783 0.804 0.200
H -0.595 -2.750 2.062 0.029
H -1.502 -2.955 0.482 0.007
H -1.896 -1.648 1.525 0.026
H 0.742 -1.261 1.148 0.030
H -1.259 -0.537 -0.804 0.009
H 1.053 -0.579 -1.583 0.003
H 0.406 2.438 -1.352 0.030
H 0.740 1.508 -2.808 0.013
H -0.823 1.405 -2.042 0.017
H 2.470 -0.279 0.144 0.023
H 1.544 0.980 0.921 0.046
H 2.581 1.342 -0.490 0.033
H -0.625 0.811 1.810 0.063
H -0.924 1.808 0.473 0.041
H -2.137 0.622 0.978 0.050

# 3
22
Properties=species:S:1:pos:R:3:mulliken_charge:R:1 method="wB97M-V/def2-TZVPD" orbital_gap_ha=0.198 max_force_ev_per_a=3.73 homo_ev=-6.3366 relative_energy_kj_mol=791.0 energy_ha=-292.0678
C -2.481 0.086 0.251 0.055
C -2.859 0.657 -1.046 -1.057
C -1.848 -1.226 0.495 -0.852
N 0.442 0.153 -0.951 -0.668
C 1.081 -0.387 -0.036 -0.115
C 2.496 -0.993 -0.051 -0.390
C 3.448 0.197 0.130 -1.151
H -1.258 -0.126 0.209 0.160
H -2.973 0.398 1.159 0.406
H -2.011 1.002 -1.634 0.360
H -3.596 0.070 -1.601 0.329
H -3.496 1.539 -0.914 0.350
H -1.679 -1.958 -0.286 0.309
H -2.168 -1.769 1.376 0.342
H -0.501 2.129 0.795 -0.169
H 0.536 -0.408 0.947 0.371
H 0.174 2.374 0.959 0.178
H 2.743 -1.754 0.686 0.305
H 2.586 -1.508 -1.009 0.251
H 4.475 -0.178 0.217 0.355
H 3.393 0.820 1.024 0.316
H 3.495 0.881 -0.723 0.315

# 4
22
Properties=species:S:1:pos:R:3:mulliken_charge:R:1 method="wB97M-V/def2-TZVPD" orbital_gap_ha=0.163 max_force_ev_per_a=7.03 homo_ev=-7.0667 relative_energy_kj_mol=945.8 energy_ha=-292.0088
C -1.168 -1.134 1.323 -1.157
C -1.689 -0.458 0.122 0.600
C -3.513 -0.355 -0.045 -1.096
C -1.198 1.068 -0.190 -1.233
C 1.653 0.198 0.956 -0.251
N 2.680 0.932 1.161 -0.469
C 3.840 0.151 -1.339 -0.827
H -1.716 -1.004 2.246 0.325
H -0.974 -2.170 1.104 0.304
H -1.499 -0.650 -1.088 0.228
H -3.929 -0.136 1.041 0.289
H -3.712 0.331 -0.790 0.365
H -3.572 -1.355 -0.287 0.388
H -1.699 1.672 -1.049 0.327
H -1.178 1.778 0.707 0.338
H -0.136 1.085 -0.393 0.373
H 1.551 -0.507 0.187 0.304
H 0.922 -0.030 1.728 0.289
H 4.725 -0.478 -1.542 0.284
H 3.803 0.239 -0.194 0.266
H 3.952 1.115 -2.016 0.200
H 2.858 -0.292 -1.643 0.150

# 5
22
Properties=species:S:1:pos:R:3:mulliken_charge:R:1 method="wB97M-V/def2-TZVPD" orbital_gap_ha=0.353 max_force_ev_per_a=3.31 smiles=CCNCC(C)C homo_ev=-8.4258 relative_energy_kj_mol=129.5 energy_ha=-292.3197
C 1.457 -2.414 1.584 -1.234
C 1.474 -1.244 0.607 -0.364
N 0.150 -1.085 -0.031 -0.272
C -0.639 0.092 0.370 -0.791
C -0.899 0.989 -0.915 0.603
C 0.431 1.756 -1.186 -1.292
C -2.062 1.893 -0.627 -1.544
H 2.513 -2.557 1.892 0.351
H 1.103 -3.356 1.140 0.352
H 0.895 -2.238 2.495 0.299
H 1.638 -0.407 1.320 0.211
H 2.255 -1.094 -0.124 0.399
H -0.321 -1.973 -0.021 0.196
H -1.635 -0.172 0.777 0.306
H -0.125 0.591 1.185 0.335
H -0.965 0.144 -1.596 0.318
H 0.820 2.151 -0.249 0.291
H 1.138 1.105 -1.697 0.319
H 0.273 2.553 -1.916 0.394
H -2.617 2.182 -1.509 0.375
H -1.819 2.837 -0.107 0.327
H -2.819 1.473 0.032 0.424

# 6
22
Properties=species:S:1:pos:R:3:mulliken_charge:R:1 method="wB97M-V/def2-TZVPD" orbital_gap_ha=0.359 max_force_ev_per_a=1.30 smiles=CCN[C@H](C)CC homo_ev=-8.6073 relative_energy_kj_mol=69.8 energy_ha=-292.3424
C -2.237 1.770 -1.210 -1.220
C -0.757 1.716 -0.888 -0.318
N -0.225 0.336 -0.985 -0.515
C 0.354 -0.173 0.235 0.536
C 1.701 0.491 0.525 -1.374
C 0.430 -1.699 0.166 -0.735
C 0.988 -2.309 1.434 -1.210
H -2.793 2.602 -0.772 0.337
H -2.461 1.797 -2.272 0.330
H -2.780 0.867 -0.891 0.348
H -0.220 2.349 -1.601 0.301
H -0.622 2.036 0.146 0.265
H -0.977 -0.272 -1.287 0.237
H -0.309 0.058 1.089 0.226
H 2.487 -0.255 0.463 0.394
H 1.688 0.952 1.510 0.226
H 1.892 1.251 -0.217 0.440
H 1.102 -1.946 -0.647 0.314
H -0.570 -2.063 -0.054 0.392
H 2.043 -2.091 1.549 0.328
H 0.868 -3.393 1.399 0.360
H 0.398 -2.025 2.308 0.337

# 7
22
Properties=species:S:1:pos:R:3:mulliken_charge:R:1 method="wB97M-V/def2-TZVPD" orbital_gap_ha=0.350 max_force_ev_per_a=5.13 smiles=CCCNCCC homo_ev=-8.3797 relative_energy_kj_mol=277.3 energy_ha=-292.2634
C 1.968 2.230 -1.671 -1.174
C 0.985 2.179 -0.506 -0.347
C 0.893 0.807 0.061 -0.597
N -0.242 0.010 -0.288 -0.295
C -0.008 -1.298 0.177 -0.497
C -1.458 -2.031 0.307 -0.714
C -2.380 -1.772 1.594 -0.948
H 2.895 2.106 -1.025 0.282
H 1.997 3.068 -2.278 0.376
H 1.975 1.299 -2.377 0.246
H -0.059 2.452 -0.844 0.318
H 1.326 2.852 0.192 0.289
H 1.804 0.160 -0.355 0.268
H 1.007 0.743 1.173 0.322
H -1.191 0.651 -0.156 0.269
H 0.494 -1.775 -0.624 0.324
H 0.601 -1.358 1.098 0.358
H -1.308 -3.161 0.449 0.333
H -1.993 -1.846 -0.644 0.336
H -1.493 -1.759 2.231 0.253
H -2.959 -0.850 1.530 0.281
H -2.853 -2.707 1.957 0.319

# 8
22
Properties=species:S:1:pos:R:3:mulliken_charge:R:1 method="wB97M-V/def2-TZVPD" orbital_gap_ha=0.369 max_force_ev_per_a=5.33 smiles=CC(C)C[C@H](C)N homo_ev=-8.9070 relative_energy_kj_mol=193.5 energy_ha=-292.2953
C -1.386 1.326 0.595 -1.466
C -0.224 0.541 1.227 0.988
C 0.606 1.551 2.123 -1.613
C 0.695 -0.096 0.198 -1.605
C 0.076 -0.613 -1.142 0.969
C -0.892 -1.763 -0.953 -1.485
N 1.219 -0.937 -1.995 -0.624
H -1.827 2.140 1.180 0.361
H -2.197 0.779 -0.024 0.313
H -1.080 1.863 -0.445 0.267
H -0.903 -0.158 1.730 0.283
H 0.858 2.400 1.440 0.388
H 1.477 1.116 2.654 0.331
H 0.008 1.753 2.944 0.510
H 1.202 -0.835 0.721 0.490
H 1.500 0.702 0.012 0.316
H -0.402 0.376 -1.539 0.091
H -0.870 -2.352 0.026 0.254
H -0.736 -2.610 -1.611 0.469
H -1.915 -1.546 -1.204 0.343
H 2.011 -1.200 -1.420 0.202
H 1.087 -1.550 -2.787 0.218

# 9
22
Properties=species:S:1:pos:R:3:mulliken_charge:R:1 method="wB97M-V/def2-TZVPD" orbital_gap_ha=0.352 max_force_ev_per_a=3.12 smiles=CCCCN(C)C homo_ev=-8.4332 relative_energy_kj_mol=232.8 energy_ha=-292.2804
C -0.738 -0.187 3.243 -1.201
C 0.160 0.064 2.011 -0.239
C -0.735 0.294 0.788 -0.944
C -0.057 0.800 -0.546 -0.774
N 0.154 -0.255 -1.521 0.090
C -0.435 0.037 -2.817 -0.961
C 1.556 -0.605 -1.587 -1.075
H -0.887 -1.281 3.368 0.301
H -0.314 0.093 4.207 0.323
H -1.739 0.057 2.932 0.344
H 0.799 -0.852 1.912 0.174
H 0.979 0.804 1.919 0.408
H -1.581 0.941 1.002 0.482
H -1.282 -0.607 0.558 0.351
H -0.817 1.532 -0.922 0.298
H 0.740 1.529 -0.286 0.463
H -1.371 -0.612 -2.804 0.282
H 0.085 -0.523 -3.604 0.349
H -0.612 1.081 -3.066 0.333
H 1.946 -1.045 -2.518 0.343
H 1.775 -1.381 -0.834 0.303
H 2.371 0.116 -1.436 0.350

# 10
22
Properties=species:S:1:pos:R:3:mulliken_charge:R:1 method="wB97M-V/def2-TZVPD" orbital_gap_ha=0.285 max_force_ev_per_a=1.71 homo_ev=-6.8398 relative_energy_kj_mol=482.2 energy_ha=-292.1854
C -0.615 1.523 -0.469 0.454
C -0.143 2.246 0.771 -1.254
C -1.862 0.865 -0.439 -1.413
C 1.153 0.378 -0.857 -1.341
H -0.395 2.042 -1.394 0.433
H -0.242 1.611 1.654 0.266
H -0.759 3.138 0.942 0.372
H 0.900 2.555 0.697 0.326
H -2.491 0.994 0.440 0.409
H -1.589 -0.562 -0.043 0.246
H -2.403 0.757 -1.373 0.332
H 1.879 0.135 -0.084 0.231
H 1.071 -0.403 -1.612 0.283
H 1.507 1.293 -1.322 0.519
C 1.242 -2.421 0.359 -1.082
C 0.137 -1.477 0.677 -0.020
N -1.085 -1.612 0.230 -0.410
H -1.175 -2.275 -0.537 0.278
H 0.272 -0.782 1.497 0.370
H 1.345 -3.158 1.162 0.325
H 2.196 -1.895 0.277 0.319
H 1.058 -2.953 -0.577 0.357

# 11
23
Properties=species:S:1:pos:R:3:mulliken_charge:R:1 method="wB97M-V/def2-TZVPD" orbital_gap_ha=0.354 max_force_ev_per_a=0.74 charge=+1 homo_ev=-12.5673 relative_energy_kj_mol=154.0 energy_ha=-346.8539
C 1.873 -1.179 1.764 -1.163
C 1.179 0.129 1.544 -0.069
C 1.732 1.215 1.036 -0.296
N 1.014 2.424 0.705 -0.669
H 2.936 -1.120 1.541 0.355
H 1.767 -1.494 2.803 0.336
H 1.434 -1.959 1.144 0.262
H 0.143 0.163 1.875 0.330
H 2.779 1.220 0.764 0.266
H 1.690 3.163 0.549 0.244
H 0.481 2.741 1.515 0.259
C -2.245 -2.186 -1.252 -1.242
C -1.997 -0.716 -1.245 -0.085
C -0.795 -0.183 -1.276 -0.132
N -0.602 1.276 -1.324 -0.136
H -1.320 -2.732 -1.408 0.340
H -2.727 -2.528 -0.341 0.327
H -2.908 -2.412 -2.086 0.356
H -2.866 -0.067 -1.207 0.277
H 0.125 -0.725 -1.144 0.346
H -1.510 1.737 -1.200 0.401
H 0.019 1.639 -0.548 0.304
H -0.203 1.594 -2.209 0.392

# 12
23
Properties=species:S:1:pos:R:3:mulliken_charge:R:1 method="wB97M-V/def2-TZVPD" orbital_gap_ha=0.404 max_force_ev_per_a=1.31 smiles="C=N[C@](C)([NH3+])C(C)C" charge=+1 homo_ev=-14.3679 relative_energy_kj_mol=129.1 energy_ha=-346.8634
C -0.348 2.267 -1.081 -0.426
N 0.336 1.413 -0.476 -0.389
C 0.342 0.043 -0.518 0.880
C 1.699 -0.455 -1.000 -1.696
N -0.710 -0.572 -1.592 -0.308
C -0.075 -0.549 0.851 0.305
C -1.494 -0.134 1.243 -1.444
C 0.913 -0.100 1.929 -1.506
H -0.157 3.306 -0.857 0.290
H -1.124 2.063 -1.822 0.226
H 1.870 -0.173 -2.036 0.470
H 1.784 -1.533 -0.894 0.373
H 2.478 0.013 -0.406 0.443
H -1.662 -0.324 -1.302 0.334
H -0.611 -1.590 -1.608 0.370
H -0.510 -0.198 -2.524 0.390
H -0.028 -1.640 0.772 0.314
H -1.599 0.949 1.223 0.344
H -1.691 -0.464 2.259 0.436
H -2.261 -0.584 0.614 0.386
H 0.961 0.984 1.969 0.363
H 0.583 -0.468 2.896 0.450
H 1.908 -0.491 1.746 0.393

Please write out number 2 again, unchanged.
22
Properties=species:S:1:pos:R:3:lowdin_spin:R:1 method="wB97M-V/def2-TZVPD" s_squared=0.75 orbital_gap_ha="0.095 / 0.343" max_force_ev_per_a=1.59 charge=-1 homo_ev="1.4573 / -5.1846" relative_energy_kj_mol=26.0 energy_ha=-292.2885 multiplicity=2
C -1.048 -2.270 1.205 0.106
N -0.020 -1.494 0.524 0.011
C -0.461 -0.271 -0.128 0.024
C 0.687 0.264 -0.992 0.016
C 0.253 1.464 -1.820 0.076
C 1.883 0.620 -0.057 0.146
C -1.069 0.783 0.804 0.200
H -0.595 -2.750 2.062 0.029
H -1.502 -2.955 0.482 0.007
H -1.896 -1.648 1.525 0.026
H 0.742 -1.261 1.148 0.030
H -1.259 -0.537 -0.804 0.009
H 1.053 -0.579 -1.583 0.003
H 0.406 2.438 -1.352 0.030
H 0.740 1.508 -2.808 0.013
H -0.823 1.405 -2.042 0.017
H 2.470 -0.279 0.144 0.023
H 1.544 0.980 0.921 0.046
H 2.581 1.342 -0.490 0.033
H -0.625 0.811 1.810 0.063
H -0.924 1.808 0.473 0.041
H -2.137 0.622 0.978 0.050